Record 1
# C23H13Cl2F9InO4S

A molecular structure, C23H13Cl2F9InO4S (wB97M-V/def2-TZVPD, the OMol25 dataset).

- Total charge: +1
- Orbital gap: 7.683 eV
- Calculated total energy: -3592.569154 hartree
- Energy above the lowest of the compared OMol25 structures with the same formula, charge and spin: 12.8 kJ/mol

Each line ends with the Mulliken charge.
Geometry (Å):
In  -0.386  -0.022  0.968  1.8661
Cl  -6.210  -0.799  5.264  -0.1894
C  -4.917  -0.330  4.223  0.1128
C  -4.480  1.001  4.229  -0.4494
C  -3.468  1.417  3.396  0.2996
Cl  -2.944  3.055  3.421  -0.1677
C  -2.854  0.525  2.494  0.0708
O  -1.994  0.991  1.616  -0.7400
C  -3.265  -0.834  2.546  1.0807
C  -2.590  -1.875  1.848  -0.0180
O  -1.557  -1.794  1.144  -0.6541
C  -4.310  -1.241  3.407  -1.0874
H  -4.943  1.714  4.898  0.4744
H  -2.995  -2.885  1.976  0.4161
H  -4.614  -2.279  3.425  0.4277
O  -0.005  1.277  -0.624  -0.5505
S  1.235  1.010  -1.526  0.1911
C  1.012  2.128  -2.873  0.6490
C  2.144  2.806  -3.298  -0.2860
C  2.030  3.682  -4.369  -0.7275
C  0.798  3.875  -4.973  -0.4322
C  -0.331  3.196  -4.521  -0.7129
C  -0.231  2.309  -3.466  -0.3936
C  0.876  -0.564  -2.276  0.9198
C  -0.393  -1.117  -2.188  -0.0823
C  -0.614  -2.375  -2.732  -0.9766
C  0.422  -3.051  -3.359  -0.4782
C  1.685  -2.478  -3.447  -0.7118
C  1.922  -1.230  -2.897  -0.6811
H  3.094  2.659  -2.799  0.4667
H  2.900  4.220  -4.720  0.4137
H  0.709  4.565  -5.801  0.4083
H  -1.288  3.360  -4.997  0.4145
H  -1.099  1.776  -3.101  0.3643
H  -1.214  -0.559  -1.751  0.5813
H  -1.598  -2.819  -2.675  0.4585
H  0.247  -4.032  -3.780  0.4317
H  2.489  -3.011  -3.935  0.4148
H  2.910  -0.786  -2.940  0.4437
F  4.119  -0.750  0.688  -0.2046
C  3.629  -1.359  1.766  0.3278
F  3.589  -2.668  1.520  -0.2380
F  4.457  -1.141  2.790  -0.2435
C  2.201  -0.826  2.082  0.8910
O  1.476  -0.810  0.917  -0.7868
C  2.312  0.620  2.658  0.6027
F  3.073  1.385  1.893  -0.2595
F  1.054  1.202  2.629  -0.2579
F  2.724  0.681  3.906  -0.2251
C  1.497  -1.759  3.109  0.5149
F  1.125  -2.893  2.537  -0.2384
F  2.223  -2.023  4.180  -0.2375
F  0.345  -1.142  3.519  -0.2119

---

Record 2
# C23H13IrN4O2S3

A molecular structure, C23H13IrN4O2S3 (wB97M-V/def2-TZVPD, the OMol25 dataset).

- Orbital gap (spin up / spin down): 5.989 / 5.989 eV
- Calculated total energy: -2552.644619 hartree

Each line ends with the natural charge from an NBO analysis.
Geometry (Å):
Ir  -0.458  0.198  -0.453  0.8636
S  -2.112  0.951  -2.029  -0.0566
C  -3.034  -0.508  -2.278  -0.1893
C  -4.338  -0.409  -2.759  -0.1198
C  -5.104  -1.544  -2.980  -0.1560
C  -6.432  -1.409  -3.491  0.2800
N  -7.490  -1.264  -3.916  -0.2889
C  -4.559  -2.812  -2.707  -0.1421
C  -3.260  -2.907  -2.234  -0.1567
C  -2.489  -1.767  -2.020  -0.2004
S  -0.834  -1.945  -1.498  -0.0050
C  -5.338  -3.991  -2.922  0.2692
N  -5.963  -4.938  -3.104  -0.2840
H  -4.761  0.567  -2.956  0.2298
H  -2.836  -3.879  -2.019  0.2339
O  -0.200  0.709  3.600  -0.9097
S  0.031  -0.036  2.402  2.3211
O  -1.129  -0.605  1.713  -0.9317
N  0.722  0.779  1.191  -0.9548
C  1.436  1.947  1.167  0.1482
C  1.982  2.631  2.233  -0.2296
C  2.725  3.800  2.002  -0.1705
C  2.930  4.287  0.739  -0.2153
C  2.381  3.610  -0.371  -0.0926
C  2.548  4.024  -1.710  -0.0857
C  1.990  3.292  -2.724  -0.2666
C  1.234  2.153  -2.411  0.0982
N  1.046  1.750  -1.174  -0.4445
C  1.624  2.441  -0.152  0.1926
C  1.198  -1.328  2.731  -0.2722
C  1.449  -2.281  1.754  -0.2057
C  2.398  -3.258  2.003  -0.1942
C  3.088  -3.266  3.209  -0.1828
C  2.832  -2.303  4.174  -0.2089
C  1.886  -1.318  3.933  -0.2094
H  1.834  2.259  3.236  0.2402
H  3.154  4.319  2.849  0.2256
H  3.505  5.188  0.571  0.2220
H  3.122  4.918  -1.918  0.2259
H  2.117  3.577  -3.758  0.2381
H  0.771  1.564  -3.191  0.2334
H  0.898  -2.270  0.822  0.2384
H  2.597  -4.016  1.257  0.2242
H  3.820  -4.038  3.405  0.2212
H  3.363  -2.317  5.116  0.2236
H  1.658  -0.556  4.666  0.2434

---

Record 3
# C23H13N6O7S2W

A molecular structure, C23H13N6O7S2W (wB97M-V/def2-TZVPD, the OMol25 dataset).

- Total charge: +1
- Orbital gap: 6.146 eV
- Calculated total energy: -2602.546000 hartree
- Energy above the lowest of the compared OMol25 structures with the same formula, charge and spin: 20.5 kJ/mol

Each line ends with the natural charge from an NBO analysis.
Geometry (Å):
W  -0.215  -0.687  1.032  1.7976
S  -0.006  0.799  2.858  0.2294
C  -1.109  -0.221  3.748  -0.2515
S  -1.935  -1.213  2.581  0.2018
C  -1.171  -0.319  5.089  -0.2586
C  -0.360  0.524  5.911  0.2369
N  0.317  1.190  6.557  -0.1989
C  -2.046  -1.284  5.682  0.2407
N  -2.777  -2.068  6.092  -0.2016
C  -1.426  2.001  -0.138  -0.2569
N  -1.409  0.505  -0.221  -0.5599
C  -2.032  -0.121  -1.175  0.2244
C  -1.899  -1.525  -1.188  -0.0171
C  -2.273  -2.553  -2.023  -0.0988
C  -1.723  -3.741  -1.477  -0.2685
C  -1.031  -3.399  -0.346  0.0443
N  -1.112  -2.034  -0.149  -0.6188
C  -2.261  2.654  -1.195  -0.0141
C  -3.634  2.798  -1.016  -0.2347
C  -4.410  3.367  -2.013  -0.1959
C  -3.816  3.796  -3.193  -0.1841
C  -2.448  3.658  -3.376  -0.1940
C  -1.672  3.085  -2.379  -0.2260
H  -0.383  2.315  -0.221  0.2316
H  -1.771  2.249  0.866  0.2269
H  -2.610  0.425  -1.913  0.2547
H  -2.854  -2.458  -2.926  0.2533
H  -1.821  -4.736  -1.877  0.2579
H  -0.486  -4.018  0.348  0.2457
H  -4.097  2.476  -0.090  0.2187
H  -5.475  3.487  -1.867  0.2307
H  -4.422  4.248  -3.968  0.2310
H  -1.984  4.000  -4.291  0.2314
H  -0.603  2.972  -2.521  0.2268
O  2.471  -1.969  3.349  -0.4288
C  2.254  -1.723  2.222  0.7990
O  0.975  -2.013  1.638  -0.6968
C  3.117  -1.171  1.151  -0.2416
C  4.394  -1.666  0.945  -0.0898
C  5.050  -1.309  -0.222  0.0128
C  4.470  -0.524  -1.198  -0.1186
C  3.190  -0.042  -0.968  -0.0340
C  2.537  -0.302  0.228  0.4121
O  1.357  0.298  0.541  -0.6816
N  2.522  0.743  -2.024  0.5395
O  3.219  1.398  -2.752  -0.3089
O  1.307  0.651  -2.089  -0.3968
N  6.414  -1.834  -0.458  0.5317
O  6.879  -2.541  0.407  -0.3422
O  6.939  -1.538  -1.507  -0.3409
H  4.859  -2.338  1.652  0.2843
H  4.996  -0.290  -2.112  0.2959